{"formula": "C45H125N13O12", "method": "ωB97M-V/def2-TZVPD", "symbols": ["C", "O", "N", "N", "H", "H", "H", "H", "C", "C", "C", "O", "C", "N", "H", "H", "H", "H", "H", "H", "H", "H", "H", "H", "H", "C", "C", "C", "O", "C", "N", "H", "H", "H", "H", "H", "H", "H", "H", "H", "H", "H", "C", "C", "C", "O", "C", "N", "H", "H", "H", "H", "H", "H", "H", "H", "H", "H", "H", "C", "C", "C", "O", "C", "N", "H", "H", "H", "H", "H", "H", "H", "H", "H", "H", "H", "C", "C", "C", "O", "C", "N", "H", "H", "H", "H", "H", "H", "H", "H", "H", "H", "H", "C", "C", "C", "O", "C", "N", "H", "H", "H", "H", "H", "H", "H", "H", "H", "H", "H", "C", "C", "C", "O", "C", "N", "H", "H", "H", "H", "H", "H", "H", "H", "H", "H", "H", "C", "C", "C", "O", "C", "N", "H", "H", "H", "H", "H", "H", "H", "H", "H", "H", "H", "C", "C", "C", "O", "C", "N", "H", "H", "H", "H", "H", "H", "H", "H", "H", "H", "H", "C", "C", "C", "O", "C", "N", "H", "H", "H", "H", "H", "H", "H", "H", "H", "H", "H", "C", "C", "C", "O", "C", "N", "H", "H", "H", "H", "H", "H", "H", "H", "H", "H", "H"], "positions_angstrom": [[-23.837, -21.644, -7.950], [-23.844, -22.875, -7.875], [-23.684, -20.964, -9.107], [-24.095, -20.783, -6.925], [-23.684, -19.951, -9.048], [-23.400, -21.405, -9.960], [-24.323, -21.150, -6.023], [-24.251, -19.851, -7.306], [-24.381, -16.432, -2.410], [-23.091, -17.109, -1.878], [-22.204, -17.538, -3.043], [-22.887, -18.576, -3.728], [-22.040, -19.321, -4.600], [-22.384, -16.235, -0.961], [-25.110, -16.382, -1.606], [-24.627, -16.925, -3.346], [-24.112, -15.399, -2.649], [-23.402, -17.987, -1.311], [-21.278, -17.980, -2.641], [-21.834, -16.721, -3.675], [-21.270, -19.673, -3.900], [-21.596, -18.722, -5.402], [-22.512, -20.187, -5.051], [-22.180, -15.297, -1.278], [-21.512, -16.691, -0.711], [-22.354, -14.959, -10.486], [-22.982, -15.673, -11.664], [-21.975, -15.805, -12.809], [-22.333, -16.746, -13.832], [-23.237, -16.180, -14.783], [-23.378, -17.035, -11.252], [-21.967, -13.999, -10.840], [-21.511, -15.553, -10.130], [-23.028, -14.754, -9.657], [-23.877, -15.198, -12.075], [-21.107, -16.338, -12.400], [-21.702, -14.852, -13.271], [-23.012, -16.585, -15.769], [-23.189, -15.093, -14.867], [-24.256, -16.466, -14.509], [-23.892, -17.466, -12.016], [-22.596, -17.677, -11.147], [-15.643, -23.781, -7.117], [-15.697, -24.389, -8.518], [-16.148, -23.525, -9.696], [-17.378, -22.885, -9.443], [-18.506, -23.626, -9.841], [-14.410, -25.021, -8.799], [-16.647, -23.460, -6.832], [-15.109, -22.829, -7.137], [-15.195, -24.399, -6.344], [-16.445, -25.202, -8.475], [-16.089, -24.065, -10.648], [-15.414, -22.720, -9.827], [-19.432, -23.039, -9.808], [-18.726, -24.431, -9.134], [-18.449, -23.912, -10.896], [-14.471, -25.784, -9.466], [-14.123, -25.493, -7.948], [-13.834, -18.109, -9.559], [-13.344, -19.350, -8.805], [-14.570, -20.156, -8.413], [-15.336, -19.554, -7.398], [-16.566, -20.212, -7.202], [-12.481, -20.056, -9.756], [-14.453, -18.393, -10.409], [-13.014, -17.465, -9.882], [-14.468, -17.507, -8.902], [-12.787, -19.154, -7.882], [-14.183, -21.141, -8.106], [-15.217, -20.405, -9.265], [-17.180, -20.206, -8.105], [-17.112, -19.683, -6.415], [-16.391, -21.182, -6.733], [-11.752, -19.431, -10.075], [-11.974, -20.834, -9.343], [-20.308, -20.041, -8.372], [-19.942, -18.562, -8.278], [-19.059, -18.094, -9.453], [-18.581, -16.775, -9.232], [-17.681, -16.385, -10.248], [-21.193, -17.750, -8.263], [-19.387, -20.624, -8.328], [-20.954, -20.255, -9.223], [-20.891, -20.291, -7.481], [-19.433, -18.404, -7.326], [-19.676, -17.965, -10.343], [-18.263, -18.828, -9.604], [-18.026, -16.674, -11.246], [-16.735, -16.911, -10.062], [-17.470, -15.320, -10.195], [-20.902, -16.826, -8.569], [-21.786, -18.167, -8.974], [-15.201, -12.787, -17.059], [-15.029, -12.345, -15.612], [-16.243, -12.564, -14.712], [-16.186, -13.847, -14.140], [-17.096, -14.139, -13.115], [-13.784, -12.942, -15.107], [-15.313, -13.869, -17.155], [-14.364, -12.514, -17.696], [-16.103, -12.258, -17.391], [-14.882, -11.260, -15.620], [-17.159, -12.472, -15.315], [-16.333, -11.777, -13.953], [-16.815, -15.081, -12.651], [-18.119, -14.243, -13.492], [-17.089, -13.349, -12.356], [-13.444, -12.323, -14.377], [-13.951, -13.863, -14.721], [-19.142, -12.075, -6.894], [-19.237, -13.597, -6.859], [-20.631, -14.084, -6.506], [-20.916, -13.703, -5.152], [-22.284, -13.788, -4.828], [-18.838, -14.121, -8.170], [-19.797, -11.649, -7.652], [-18.094, -11.790, -7.024], [-19.307, -11.617, -5.914], [-18.500, -13.958, -6.140], [-20.739, -15.174, -6.517], [-21.405, -13.574, -7.093], [-22.686, -14.694, -5.301], [-22.834, -12.886, -5.107], [-22.363, -13.960, -3.755], [-17.830, -14.061, -8.273], [-18.993, -15.132, -8.210], [-17.377, -19.578, -13.588], [-17.598, -19.920, -12.111], [-19.001, -20.469, -11.898], [-19.904, -19.389, -12.119], [-21.211, -19.894, -12.281], [-16.572, -20.937, -11.770], [-17.125, -20.466, -14.175], [-16.514, -18.928, -13.744], [-18.277, -19.154, -14.033], [-17.344, -19.119, -11.421], [-19.068, -20.823, -10.860], [-19.158, -21.329, -12.556], [-21.852, -19.233, -12.875], [-21.738, -20.086, -11.340], [-21.247, -20.795, -12.904], [-16.863, -21.396, -10.909], [-16.445, -21.630, -12.495], [-18.896, -16.904, -4.751], [-17.420, -16.968, -4.454], [-16.607, -15.724, -4.808], [-16.787, -15.437, -6.193], [-15.780, -16.087, -6.972], [-17.197, -17.243, -3.003], [-19.426, -16.037, -4.341], [-19.431, -17.811, -4.470], [-19.091, -16.775, -5.823], [-16.971, -17.750, -5.072], [-15.561, -15.767, -4.499], [-17.022, -14.859, -4.277], [-14.809, -15.581, -6.919], [-16.063, -15.931, -8.013], [-15.704, -17.133, -6.682], [-17.909, -16.653, -2.559], [-17.651, -18.127, -2.754], [-25.100, -17.350, -6.148], [-25.557, -17.436, -7.602], [-25.934, -16.091, -8.219], [-26.847, -15.447, -7.348], [-27.384, -14.275, -7.894], [-24.447, -18.075, -8.395], [-24.706, -18.256, -5.694], [-25.977, -17.102, -5.544], [-24.382, -16.527, -6.099], [-26.389, -18.143, -7.672], [-26.342, -16.185, -9.232], [-25.054, -15.427, -8.243], [-27.742, -13.656, -7.063], [-28.291, -14.457, -8.480], [-26.703, -13.602, -8.425], [-24.441, -17.623, -9.314], [-23.634, -17.645, -7.944], [-19.004, -22.835, -5.529], [-20.236, -22.793, -4.617], [-21.125, -24.083, -4.613], [-22.185, -23.877, -3.721], [-23.320, -23.248, -4.346], [-19.792, -22.499, -3.253], [-19.354, -23.078, -6.534], [-18.193, -23.479, -5.184], [-18.554, -21.839, -5.526], [-20.768, -21.910, -4.982], [-20.407, -24.756, -4.132], [-21.303, -24.476, -5.616], [-24.107, -23.194, -3.598], [-23.618, -23.825, -5.219], [-22.972, -22.242, -4.591], [-20.584, -22.649, -2.637], [-19.015, -23.034, -2.891]], "forces_ev_per_angstrom": [[-0.77, -1.59, 0.24], [0.43, 0.71, 0.18], [0.46, 0.80, -0.84], [0.51, 0.01, -0.87], [-0.15, -0.17, -0.32], [-0.06, -0.33, 0.13], [-0.32, 0.23, 0.06], [-0.31, 0.15, 1.24], [1.65, 0.29, 0.36], [-0.58, 0.96, -0.71], [0.25, -1.33, 0.52], [-0.56, 0.28, -1.06], [0.79, 0.31, 1.29], [0.21, -0.38, 0.63], [-0.43, -0.28, -0.36], [-0.75, -0.10, 0.26], [-0.10, 0.07, -0.13], [0.25, -0.21, -0.15], [0.04, 0.03, 0.20], [-0.55, 0.21, -0.26], [0.52, -0.34, -0.65], [-0.05, 0.18, 0.02], [-0.51, 0.21, 0.18], [-0.12, -0.09, -0.39], [0.03, 0.30, 0.20], [0.17, 0.57, -0.56], [0.07, -1.30, -0.42], [0.75, -1.20, -0.02], [-0.54, 1.28, -0.34], [-0.19, -0.64, 0.10], [-0.87, -0.22, -0.04], [0.14, 0.01, 0.22], [0.05, 0.10, 0.05], [-0.18, -0.21, -0.07], [-0.09, 0.20, 0.42], [0.28, 0.68, 0.21], [0.11, 0.06, 0.14], [0.02, -0.14, 0.06], [0.20, 0.06, 0.26], [-0.14, 0.14, -0.15], [-0.10, 0.11, 0.06], [0.39, 0.47, 0.08], [-0.57, 1.57, -0.82], [-0.64, -1.99, 0.15], [1.44, 1.03, 0.82], [-0.43, 0.22, -0.30], [-0.95, 0.07, 0.08], [0.63, -0.12, 0.01], [-0.03, -0.39, 0.17], [0.42, -0.19, -0.04], [-0.11, -0.33, -0.19], [-0.20, 0.18, 0.20], [-0.50, -0.32, 0.13], [-0.02, 0.02, 0.12], [0.42, 0.58, 0.25], [0.34, -0.45, -0.41], [0.29, -0.55, 0.16], [-0.22, 0.29, -0.24], [0.21, 0.18, 0.00], [-0.01, 0.57, 0.98], [-0.34, 0.66, -0.77], [0.34, -1.63, -0.32], [0.29, 0.54, -0.08], [0.10, 0.38, 1.10], [0.04, -0.68, 0.04], [0.22, -0.22, -0.13], [0.02, -0.08, -0.12], [0.07, -0.01, 0.00], [-0.23, 0.57, 0.08], [-0.17, -0.03, 0.37], [0.15, 0.42, -0.31], [0.11, -0.47, -0.07], [0.03, 0.38, -0.21], [-0.20, -0.36, -0.68], [-0.16, 0.16, -0.08], [-0.30, -0.05, 0.15], [0.15, 0.57, 0.74], [-0.52, 0.50, -0.62], [-0.70, 0.16, 0.61], [0.12, -0.11, 0.39], [0.67, -0.57, 0.26], [0.77, -0.44, 0.30], [-0.18, -0.31, -0.36], [0.32, -0.15, -0.22], [-0.03, -0.07, -0.02], [0.23, 0.14, -0.05], [-0.03, -0.89, -0.21], [0.28, 0.22, -0.13], [-0.21, 0.16, 0.00], [0.09, 0.03, -0.26], [-0.36, 0.07, 0.05], [-0.45, 0.10, -0.01], [-0.13, 0.36, -0.11], [-0.92, 0.26, 0.20], [1.04, -0.19, -0.20], [-0.79, -0.20, -0.24], [0.53, -0.42, -0.09], [-0.32, 0.41, -0.02], [-0.05, 0.86, 0.21], [-0.26, 0.01, 0.12], [0.12, 0.24, 0.21], [0.06, -0.42, -0.51], [0.10, -0.05, -0.11], [-0.04, -0.01, -0.06], [0.32, -0.13, 0.28], [0.17, 0.00, -0.10], [-0.05, 0.05, -0.05], [-0.02, -0.02, 0.08], [0.21, -0.48, 0.15], [-0.11, 0.08, 0.13], [0.58, 0.01, 0.85], [0.49, 0.20, -0.28], [-0.40, 0.60, 1.15], [0.55, 0.26, 0.25], [0.45, -0.75, -0.03], [-0.47, -0.51, -0.35], [0.12, 0.12, -0.06], [-0.06, -0.07, -0.75], [-0.69, -0.24, -0.02], [-0.39, -0.06, 0.49], [0.06, -0.05, -0.62], [0.20, -0.33, -0.64], [-0.43, 0.21, -0.09], [-0.10, -0.07, -0.15], [0.00, 0.25, 0.08], [0.00, 0.34, 0.19], [-0.09, 0.36, 0.10], [0.04, 0.34, -0.02], [1.33, -1.53, -0.93], [0.85, 0.99, 0.70], [-0.73, -1.06, -0.46], [-0.88, 0.12, -0.79], [-0.43, 0.28, 0.56], [-0.23, -0.25, 0.24], [-0.18, 0.26, 0.15], [0.13, 0.27, 0.02], [-0.55, 0.49, -0.30], [-0.23, -0.06, -0.01], [-0.22, 0.14, -0.21], [0.40, 0.61, 0.27], [0.24, -0.13, 0.20], [0.35, -0.29, 0.33], [0.26, -0.18, -0.14], [-0.19, -0.05, -0.02], [-0.70, 0.63, -1.34], [0.73, -0.39, 0.83], [-1.41, 0.84, 0.01], [1.10, -0.17, 0.08], [-0.42, 0.81, -0.28], [-1.02, -0.01, -0.03], [0.29, -0.01, 0.51], [0.18, -0.09, 0.24], [0.25, -0.14, -0.06], [-0.07, -0.40, 0.32], [0.07, -0.44, -0.20], [-0.08, -0.04, 0.05], [0.07, -0.09, 0.57], [-0.26, -0.56, 0.00], [0.19, -0.14, -0.40], [0.60, 0.48, 0.15], [0.58, -0.32, -0.45], [-0.99, 0.79, -0.16], [0.36, -1.49, -0.49], [0.22, 0.36, 1.02], [-0.11, -0.06, -0.35], [-0.99, 0.92, 0.81], [-0.02, 1.47, 0.58], [0.29, -0.13, -0.44], [0.18, 0.31, 0.07], [0.16, -0.12, 0.40], [-0.27, 0.31, 0.03], [0.01, -0.18, 0.03], [0.21, -0.33, -0.34], [0.08, -0.21, 0.13], [0.26, -0.22, -0.40], [0.36, -0.52, -0.26], [0.09, -0.38, -0.17], [0.35, -0.36, -0.31], [-0.46, 0.20, 0.18], [0.89, -0.22, -0.03], [2.37, 1.16, 0.55], [-0.90, -0.72, -0.39], [1.15, -0.17, 0.51], [-0.75, 0.71, 0.16], [0.45, -0.12, -0.14], [-0.32, -0.47, -0.06], [-0.14, 0.08, -0.19], [-0.48, -0.13, 0.18], [-0.48, -0.55, 0.05], [-0.82, 0.18, 0.01], [-0.04, -0.06, -0.04], [-0.19, 0.25, -0.14], [-0.52, 0.13, -0.40], [0.13, 0.07, 0.15], [0.03, -0.31, -0.43]], "mulliken_charge": [0.43, -0.71, -0.16, -0.08, 0.02, 0.20, 0.31, 0.24, -0.98, 0.24, -0.03, -0.52, 0.45, -0.70, 0.36, 0.09, 0.25, 0.30, 0.34, -0.17, 0.54, 0.21, -1.02, 0.24, 0.28, -0.74, 0.22, -0.39, -0.32, -0.86, -0.08, 0.48, -0.34, 0.17, 0.46, -0.22, 0.63, 0.26, 0.36, 0.28, 0.32, -0.29, -0.39, 0.71, -1.02, 0.77, -1.05, -0.75, -0.38, -0.05, 0.56, 0.16, 0.39, 0.13, 0.10, 0.33, 0.37, 0.27, 0.25, -0.85, 0.55, -0.29, -0.29, 0.26, -0.76, 0.32, 0.48, -0.32, 0.33, 0.03, 0.03, -0.29, -0.09, 0.30, 0.24, 0.24, 0.01, 1.66, 0.12, 0.45, -0.87, 1.63, -0.14, -0.25, -0.33, -1.23, -0.29, -0.71, 0.34, 0.13, 0.45, -0.73, -0.26, -1.41, 0.41, -0.75, -0.27, -0.76, -0.74, 0.27, 0.38, 0.36, 0.38, 0.32, 0.41, 0.20, 0.27, 0.35, 0.25, 0.27, -1.80, 1.74, -0.51, -0.42, -0.14, -0.42, 0.35, 0.48, 0.31, -0.85, 0.00, 0.70, -0.25, 0.40, 0.13, 0.35, 0.06, -1.61, 1.43, -0.27, -0.13, -0.59, -0.47, 0.41, 0.42, 0.28, -0.51, -0.53, 0.91, 0.18, -0.03, 0.43, -0.41, 0.36, -0.46, 1.56, -1.37, -0.17, -0.66, -0.82, 0.57, 0.58, -0.73, -0.73, 0.42, 0.32, 0.33, 0.01, 0.43, 0.34, 0.33, -1.29, 0.21, -0.46, -0.35, -0.79, -0.12, 0.47, 0.61, -0.06, 0.28, 0.46, 0.03, 0.29, 0.29, 0.30, 0.11, -0.28, -1.64, 2.33, -0.90, -0.42, 0.15, -0.67, 0.23, 0.45, 0.22, -1.23, 0.37, 0.37, 0.30, 0.33, -0.45, 0.29, 0.27], "smiles": "COC[C@H](C)N.COC[C@H](C)N.COC[C@H](C)N.COC[C@H](C)N.COC[C@H](C)N.COC[C@H](C)N.COC[C@H](C)N.COC[C@H](C)N.COC[C@H](C)N.COC[C@H](C)N.COC[C@H](C)N.NC(N)=O", "e_above_lowest_ev": 0.454, "orbital_gap_ev": 9.3, "lumo_ha": 0.0160, "e_homo_ev": -8.88}